Computed, not measured: an isolated molecule of C16H14ClN3OS, with the ωB97M-V functional and the def2-TZVPD basis.

## Properties
* net charge: 0
* calculated total energy: -46694.8997 eV
* E_LUMO: 0.58 eV
* HOMO energy: -0.3002 hartree
* orbital gap: 8.8 eV

CARTESIAN COORDINATES (ANGSTROEM)
S  -0.032  -0.533  5.282
C  0.494  -1.218  3.892
N  1.569  -2.028  3.703
N  1.697  -2.406  2.413
C  0.713  -1.846  1.787
C  0.477  -1.935  0.319
O  1.106  -0.809  -0.264
C  0.813  -0.474  -1.548
C  1.450  0.670  -2.031
C  1.200  1.115  -3.311
C  0.316  0.438  -4.137
C  -0.297  -0.702  -3.655
Cl  -1.396  -1.575  -4.664
C  -0.057  -1.175  -2.373
N  -0.066  -1.108  2.637
C  -1.271  -0.369  2.350
C  -1.058  0.691  1.302
C  -1.843  0.727  0.158
C  -1.641  1.706  -0.799
C  -0.649  2.654  -0.620
C  0.139  2.622  0.519
C  -0.065  1.646  1.477
H  2.223  -2.331  4.405
H  0.923  -2.863  -0.060
H  -0.601  -1.927  0.120
H  2.130  1.190  -1.376
H  1.695  2.002  -3.675
H  0.112  0.785  -5.137
H  -0.548  -2.079  -2.051
H  -1.567  0.087  3.304
H  -2.057  -1.066  2.040
H  -2.621  -0.010  0.015
H  -2.254  1.724  -1.687
H  -0.489  3.415  -1.368
H  0.912  3.361  0.663
H  0.545  1.624  2.368



Computed, not measured: a structure of composition C16H14F9IN2OSn at a distorted geometry, with the ωB97M-V functional and the def2-TZVPD basis.

## Properties
* net charge: +2
* calculated total energy: -60218.7885 eV
* E_LUMO (spin up / spin down): -9.19 / -8.70 eV
* HOMO energy (spin up / spin down): -0.5579 / -0.5578 hartree
* orbital gap (spin up / spin down): 6.0 / 6.5 eV

CARTESIAN COORDINATES (ANGSTROEM)
C  0.374  0.458  1.022
C  0.437  -0.935  1.349
H  1.218  1.128  1.202
H  -0.580  0.649  2.664
H  -0.509  0.895  0.533
H  0.931  -1.470  0.479
H  1.046  -1.167  2.231
H  -0.547  -1.397  1.467
C  0.491  2.726  -2.526
C  0.221  3.569  -3.575
C  -0.114  3.009  -4.821
C  -0.250  1.611  -4.980
H  0.803  3.050  -1.543
H  0.285  4.665  -3.430
H  -0.273  3.648  -5.687
H  -0.475  1.129  -5.942
N  0.347  1.363  -2.677
C  -0.067  0.783  -3.865
C  -0.218  -0.650  -3.806
N  0.086  -1.207  -2.583
C  -0.165  -2.534  -2.316
C  -0.835  -2.867  -4.596
C  -0.678  -3.362  -3.289
H  0.039  -2.850  -1.295
H  -0.947  -4.409  -3.037
C  -0.606  -1.495  -4.855
H  -0.712  -1.051  -5.853
H  -1.130  -3.519  -5.408
Sn  1.644  0.038  -1.622
I  4.344  -0.039  -1.563
F  -1.994  1.764  4.521
C  -1.605  0.665  5.226
F  -1.340  1.061  6.499
F  -2.662  -0.189  5.247
C  -0.404  -0.018  4.518
O  -0.870  -0.155  3.199
C  0.893  0.841  4.584
F  1.433  0.862  5.819
F  1.838  0.377  3.717
F  0.628  2.121  4.198
C  -0.094  -1.439  5.079
F  0.031  -1.434  6.436
F  -1.078  -2.296  4.729
F  1.063  -1.929  4.549



Computed, not measured: a structure of composition C16H14IrN3O3S at a distorted geometry, with the ωB97M-V functional and the def2-TZVPD basis.

## Properties
* net charge: +2
* calculated total energy: -41088.7494 eV
* E_LUMO: -8.45 eV
* HOMO energy: -0.5524 hartree
* orbital gap: 6.6 eV

CARTESIAN COORDINATES (ANGSTROEM)
Ir  -1.089  -0.247  -0.713
C  0.453  -4.064  0.362
C  1.817  -3.721  0.478
C  2.254  -2.457  0.226
C  1.333  -1.430  -0.136
N  0.035  -1.831  -0.259
C  -0.413  -3.092  -0.023
C  1.368  -0.146  0.628
C  2.372  0.377  1.424
C  2.099  1.521  2.156
C  0.831  2.101  2.134
C  -0.137  1.539  1.330
N  0.186  0.469  0.582
C  -1.560  1.869  1.207
C  -2.198  2.959  1.752
C  -3.567  3.108  1.548
C  -4.265  2.162  0.815
C  -3.573  1.089  0.287
N  -2.251  0.950  0.471
H  0.106  -5.070  0.540
H  2.534  -4.479  0.765
H  3.303  -2.198  0.277
H  -1.470  -3.252  -0.184
H  3.330  -0.119  1.487
H  2.866  1.948  2.788
H  0.601  2.956  2.754
H  -1.640  3.688  2.323
H  -4.083  3.963  1.965
H  -5.330  2.246  0.652
H  -4.066  0.314  -0.286
C  1.598  -0.202  -4.296
S  0.995  -0.025  -2.651
O  0.835  1.343  -2.272
O  -0.334  -0.785  -2.510
O  1.937  -0.788  -1.802
H  1.963  0.775  -4.601
H  0.774  -0.524  -4.933
H  2.387  -0.948  -4.284



Computed, not measured: a structure of composition C16H14N2O6 at a distorted geometry, with the ωB97M-V functional and the def2-TZVPD basis.

## Properties
* net charge: 0
* calculated total energy: -32071.0346 eV
* E_LUMO: -1.33 eV
* HOMO energy: -0.3270 hartree
* orbital gap: 7.6 eV

CARTESIAN COORDINATES (ANGSTROEM)
O  1.010  0.205  1.591
C  1.931  0.640  0.889
N  3.118  0.994  1.461
H  3.879  1.516  1.005
C  3.208  1.369  2.935
C  3.229  2.643  3.625
C  2.159  3.455  4.091
C  2.880  4.692  4.143
C  4.236  4.531  4.019
O  4.382  3.264  3.627
H  5.133  5.012  4.230
H  2.468  5.541  4.519
H  1.100  3.329  3.820
H  4.239  0.590  3.342
H  2.467  0.697  3.337
C  2.095  0.800  -0.412
H  2.933  0.528  -0.868
H  1.909  1.858  -0.772
O  1.067  -0.043  -1.258
C  1.173  -1.359  -0.856
O  2.216  -1.741  -0.566
C  0.055  -2.110  -1.222
C  -1.127  -1.521  -1.697
C  -2.398  -2.152  -1.968
C  -3.296  -1.274  -2.774
C  -4.716  -1.893  -3.005
C  -4.957  -3.086  -2.915
C  -3.701  -4.144  -2.611
C  -2.591  -3.438  -1.991
H  -1.854  -4.102  -1.762
H  -3.818  -5.158  -2.590
H  -5.729  -3.555  -3.341
N  -5.770  -1.056  -3.382
O  -6.852  -1.426  -3.681
O  -5.599  0.259  -3.346
H  -3.317  -0.375  -2.592
H  -1.172  -0.262  -1.846
H  0.013  -3.227  -1.174



Computed, not measured: an isolated molecule of C16H14N2OS2 at a distorted geometry, with the ωB97M-V functional and the def2-TZVPD basis.

## Properties
* net charge: 0
* calculated total energy: -43518.2249 eV
* E_LUMO: 0.19 eV
* HOMO energy: -0.3090 hartree
* orbital gap: 8.6 eV

CARTESIAN COORDINATES (ANGSTROEM)
O  -3.201  -1.415  -0.934
C  -2.432  -1.144  -0.033
N  -2.614  -0.096  0.814
C  -3.522  0.975  0.485
C  -2.936  1.909  -0.596
C  -1.533  2.289  -0.255
C  -1.109  3.450  0.323
S  0.586  3.412  0.607
C  0.613  1.790  -0.086
C  1.820  1.004  -0.185
C  3.005  1.405  0.429
C  4.135  0.616  0.338
C  4.096  -0.578  -0.364
C  2.922  -0.980  -0.984
C  1.789  -0.196  -0.899
N  -0.548  1.385  -0.471
C  -1.239  -1.962  0.243
C  -0.834  -3.045  -0.488
C  0.376  -3.601  -0.030
C  0.880  -2.938  1.043
S  -0.108  -1.620  1.516
H  -1.847  0.143  1.424
H  -4.443  0.526  0.106
H  -3.737  1.535  1.398
H  -3.563  2.794  -0.694
H  -2.922  1.364  -1.541
H  -1.684  4.313  0.590
H  3.031  2.335  0.980
H  5.049  0.931  0.818
H  4.980  -1.194  -0.431
H  2.891  -1.909  -1.534
H  0.869  -0.492  -1.378
H  -1.399  -3.412  -1.325
H  0.849  -4.457  -0.477
H  1.780  -3.139  1.592



Computed, not measured: an isolated molecule of C16H14O6 at a distorted geometry, with the ωB97M-V functional and the def2-TZVPD basis.

## Properties
* net charge: 0
* calculated total energy: -29102.6413 eV
* E_LUMO: -1.47 eV
* HOMO energy: -0.3436 hartree
* orbital gap: 7.9 eV

CARTESIAN COORDINATES (ANGSTROEM)
C  -1.628  -2.592  4.562
C  -0.334  -3.202  3.860
C  0.377  -2.146  2.960
C  1.522  -2.696  2.112
O  1.908  -3.863  2.183
C  2.196  -1.814  1.034
C  1.280  -1.432  -0.128
C  0.764  -0.165  -0.483
C  0.957  1.088  0.302
O  1.118  0.974  1.491
C  0.831  2.401  -0.330
O  1.237  3.423  0.212
C  0.180  2.450  -1.683
C  -0.013  3.720  -2.294
C  -0.697  3.789  -3.531
O  -0.903  5.001  -4.136
C  -1.218  2.628  -4.131
O  -1.866  2.735  -5.365
C  -1.042  1.398  -3.500
C  -0.345  1.274  -2.287
C  -0.079  -0.028  -1.700
O  -0.645  -1.038  -2.123
H  -1.380  -1.664  5.107
H  -2.384  -2.318  3.795
H  -1.989  -3.341  5.257
H  -0.659  -4.062  3.253
H  0.374  -3.572  4.610
H  0.824  -1.439  3.672
H  -0.327  -1.630  2.310
H  2.616  -0.952  1.538
H  3.028  -2.410  0.611
H  1.000  -2.344  -0.702
H  0.365  4.631  -1.856
H  -1.372  4.784  -4.970
H  -2.341  1.922  -5.648
H  -1.356  0.490  -4.004